# C34H42IN5O3S2Ti

A molecular structure, C34H42IN5O3S2Ti (the ωB97M-V functional and the def2-TZVPD basis, the OMol25 dataset).

Charge = +2
Highest occupied orbital energy = -12.4 eV
HOMO-LUMO gap = 6.621 eV
Lowest unoccupied orbital energy = -5.79 eV

The geometry in XYZ format:
```
88
C34H42IN5O3S2Ti (the ωB97M-V functional and the def2-TZVPD basis)
Ti 0.141 0.501 -1.048
C -6.498 -2.550 0.480
C -5.048 -2.217 0.267
C -4.067 -3.167 0.208
C -2.682 -2.863 0.062
C -1.882 -4.038 0.019
N -0.628 -4.312 0.248
C 0.457 -3.518 0.832
C 0.469 -3.627 2.355
C -0.546 -2.706 3.027
N -0.237 -1.312 2.719
C 0.442 -0.537 3.505
C 0.880 0.771 3.181
C 1.590 1.490 4.167
C 2.052 2.767 3.950
C 2.797 3.549 4.996
C 1.757 3.332 2.701
C 1.093 2.656 1.691
C 0.756 3.381 0.471
N 0.366 2.869 -0.625
C -0.022 3.850 -1.655
C -1.360 3.457 -2.263
C -2.293 2.886 -1.217
N -2.040 1.447 -0.924
C -3.093 0.862 -0.510
C -3.313 -0.534 -0.158
C -4.628 -0.896 0.065
C -2.267 -1.500 -0.131
O -1.049 -1.166 -0.334
C 0.634 1.336 1.901
O -0.013 0.666 1.000
H -6.647 -3.624 0.568
H -7.109 -2.192 -0.350
H -6.876 -2.083 1.390
H -4.349 -4.211 0.302
H -2.444 -4.933 -0.232
H -0.386 -5.284 0.103
H 0.345 -2.494 0.499
H 1.381 -3.912 0.413
H 1.468 -3.361 2.706
H 0.291 -4.658 2.670
H -0.521 -2.833 4.109
H -1.563 -2.910 2.692
H -0.454 -0.913 1.795
H 0.692 -0.936 4.486
H 1.764 1.016 5.127
H 2.942 2.961 5.900
H 2.252 4.453 5.267
H 3.779 3.854 4.633
H 2.062 4.357 2.511
H 0.836 4.468 0.551
H 0.748 3.894 -2.422
H -0.105 4.837 -1.192
H -1.232 2.737 -3.070
H -1.815 4.345 -2.702
H -3.326 2.994 -1.549
H -2.193 3.438 -0.278
H -4.007 1.456 -0.438
H -5.381 -0.113 0.042
S 1.161 1.406 -3.111
C -0.086 0.490 -3.887
C -0.315 0.342 -5.252
C -1.366 -0.457 -5.649
C -2.158 -1.086 -4.688
C -1.868 -0.882 -3.358
N -0.855 -0.099 -2.967
H 0.332 0.836 -5.963
H -1.573 -0.600 -6.701
H -2.984 -1.721 -4.971
H -2.459 -1.348 -2.582
O 2.157 0.658 -0.349
S 3.295 1.668 -0.572
C 4.414 0.923 -1.788
C 5.536 0.191 -1.039
C 5.058 -0.036 0.395
C 4.397 1.276 0.798
H 4.759 1.717 -2.450
H 3.770 0.259 -2.364
H 6.438 0.805 -1.029
H 5.780 -0.742 -1.544
H 5.878 -0.287 1.067
H 4.325 -0.844 0.436
H 5.118 2.094 0.865
H 3.787 1.256 1.701
I 2.332 -1.907 -3.332
C 1.122 -1.403 -1.663
H 1.754 -1.599 -0.797
H 0.334 -2.143 -1.717
```

=====

# C34H42IrN4O3P2S

A molecular structure, C34H42IrN4O3P2S at a distorted geometry (the ωB97M-V functional and the def2-TZVPD basis, the OMol25 dataset).

Spin multiplicity = 6
Charge = +2
Highest occupied orbital energy (alpha / beta) = -10.5 / -12.6 eV
HOMO-LUMO gap (alpha / beta) = 5.126 / 3.351 eV
Lowest unoccupied orbital energy (alpha / beta) = -5.39 / -9.26 eV

The geometry in XYZ format:
```
87
C34H42IrN4O3P2S (the ωB97M-V functional and the def2-TZVPD basis)
Ir -0.333 1.131 -2.260
C -1.692 1.601 -3.629
C -1.307 0.190 -3.727
C -0.378 -0.271 -4.832
C 0.963 0.464 -4.831
C 1.264 1.048 -3.474
C 0.941 2.416 -3.055
C 0.158 3.355 -3.920
C -1.122 2.692 -4.500
C 1.160 0.287 0.269
H -2.734 1.766 -3.333
H -2.045 -0.556 -3.406
H -0.878 -0.203 -5.804
H -0.200 -1.343 -4.686
H 1.733 -0.285 -5.053
H 1.001 1.219 -5.618
H 2.211 0.689 -3.061
H 1.732 2.859 -2.440
H 0.788 3.783 -4.716
H -0.132 4.209 -3.286
H -1.870 3.493 -4.548
H -0.959 2.359 -5.534
H 0.518 0.903 -0.449
H 1.890 0.914 0.799
H 0.513 -0.210 1.002
P 2.062 -0.978 -0.585
P -1.507 -0.665 -0.416
N 3.413 0.045 -1.138
N 2.759 -2.080 0.449
N -3.021 0.409 -0.744
N -2.692 -1.867 0.291
C 0.956 -1.793 -1.775
C -0.544 -1.990 -1.375
C 3.589 1.435 -1.022
C 4.852 1.771 -1.454
C 5.499 0.568 -1.857
C 4.601 -0.472 -1.657
C 3.470 -1.691 1.604
C 4.318 -2.723 1.950
C 4.083 -3.808 1.037
C 3.109 -3.412 0.150
C -2.980 1.763 -0.377
C -4.057 2.435 -0.952
C -4.745 1.483 -1.779
C -4.073 0.269 -1.667
C -4.077 -1.843 0.513
C -4.451 -2.921 1.336
C -3.251 -3.652 1.621
C -2.204 -2.971 1.017
H 1.360 -2.789 -2.030
H 1.014 -1.172 -2.687
H -1.152 -2.109 -2.289
H -0.660 -2.883 -0.749
H 2.797 2.081 -0.677
H 5.260 2.774 -1.495
H 6.501 0.488 -2.241
H 4.692 -1.528 -1.836
H 3.280 -0.723 2.042
H 5.059 -2.692 2.733
H 4.637 -4.742 1.042
H 2.612 -3.935 -0.661
H -2.255 2.087 0.340
H -4.314 3.468 -0.771
H -5.637 1.684 -2.364
H -4.320 -0.702 -2.082
H -4.700 -1.075 0.098
H -5.452 -3.117 1.684
H -3.155 -4.548 2.210
H -1.148 -3.167 1.069
C 0.381 1.190 8.278
C -0.101 0.957 6.881
C -0.167 -0.344 6.374
C -0.670 -0.592 5.097
C -1.106 0.483 4.320
C -1.052 1.793 4.806
C -0.546 2.019 6.083
S -1.614 0.205 2.625
O -0.852 -1.016 2.288
O -3.062 0.057 2.624
O -1.094 1.403 1.955
H -0.348 0.764 8.976
H 1.347 0.723 8.497
H 0.466 2.258 8.478
H 0.205 -1.173 6.975
H -0.697 -1.597 4.686
H -1.375 2.619 4.174
H -0.470 3.032 6.469
```